ORCA calculation (ωB97M-V with the def2-TZVPD basis set) on the molecule C18H25NO5.

```
49
Properties=species:S:1:pos:R:3:forces:R:3:lowdin_charge:R:1
H 3.7396 4.1600 1.6293 0.050 0.053 0.053 0.1014
H 0.3077 -1.8908 -0.4086 0.032 0.105 0.017 0.1234
H -1.7857 -1.6978 -3.6702 0.025 0.041 -0.039 0.1213
C -1.6432 3.4555 5.0504 0.157 -0.110 -0.428 -0.0615
H -0.7704 1.1529 -0.2168 0.192 -0.046 -0.205 0.1103
H -0.0104 -4.0198 0.8866 -0.096 0.031 -0.019 0.1157
H 1.5319 3.8175 2.6704 0.004 0.020 0.041 0.1165
C 1.2844 -3.7661 -0.8118 -0.295 0.166 0.195 -0.2031
C -0.9086 -1.4692 -3.0615 -0.073 -0.006 0.066 -0.1265
C 0.7821 2.5825 1.1002 0.286 0.051 -0.113 -0.0571
H -1.7555 0.4978 -2.8460 0.003 0.030 0.047 0.1324
C 1.0658 1.9801 -0.1465 0.239 0.228 0.181 -0.1397
C 0.3847 -4.6283 0.0705 0.319 -0.065 -0.033 -0.2652
H -0.4630 -4.9919 -0.5135 -0.095 -0.002 0.037 0.1021
H -1.7004 -0.4161 -1.3349 -0.049 0.092 -0.012 0.1083
H -1.3832 4.5069 4.9616 0.000 0.115 0.055 0.0775
H 2.5395 1.7221 -1.6693 -0.017 -0.004 0.005 0.0994
C -1.8236 -3.0232 -1.3873 0.005 0.004 0.084 -0.5344
O -2.5684 -3.9712 -1.9753 -0.252 -0.462 -0.423 0.1127
H -0.3941 -3.5420 -2.8602 0.001 0.035 0.051 0.1516
H 1.3642 -1.8831 -1.8269 -0.046 0.065 -0.001 0.1165
C -0.5853 -2.7001 -2.1886 0.078 0.118 0.035 -0.2284
C 1.7618 3.3620 1.7203 -0.052 -0.072 -0.081 -0.0168
H 0.4834 -6.4310 1.2607 0.009 -0.120 0.073 0.0675
N 0.0965 1.2026 -0.7557 -0.455 -0.027 0.301 0.1536
H 1.9743 -5.4880 1.2551 0.107 -0.009 0.070 0.0705
H 1.6000 -4.3471 -1.6822 0.091 -0.026 -0.039 0.1175
H -0.0650 -1.2896 -3.7315 -0.087 -0.046 -0.019 0.1193
H 1.5316 -6.4450 -0.1586 0.077 -0.111 -0.048 0.0716
H 4.2351 3.1016 -0.5514 0.073 -0.003 -0.056 0.1071
H -2.5715 3.3646 5.6067 -0.086 -0.001 0.065 0.0779
C 0.6252 -2.4687 -1.2789 0.090 -0.264 -0.145 -0.1543
C -1.1539 -0.1953 -2.2514 0.143 -0.121 -0.262 -0.0828
C 2.9954 3.5527 1.1375 0.105 0.067 0.031 -0.0814
O -0.5784 2.9745 2.9689 0.290 0.115 0.033 -0.0096
C 2.3235 2.1821 -0.7198 0.080 -0.085 -0.220 0.0020
H -3.3795 -4.1291 -1.4662 0.198 0.233 0.110 0.1338
C -0.5237 2.4103 1.7615 -0.327 -0.147 -0.075 -0.4164
O -1.4799 1.8201 1.2877 0.079 0.079 0.135 0.0953
H -0.8518 2.9460 5.5936 0.048 -0.032 0.107 0.0782
H -2.0688 1.7767 3.7393 0.015 0.187 -0.042 0.1291
O -2.1671 -2.4832 -0.3687 -0.007 0.081 0.195 0.1095
C 0.1482 0.5275 -1.9394 -0.337 -0.034 0.059 -0.4598
C -1.8123 2.8402 3.6746 -0.559 -0.123 0.226 -0.2185
C 1.1395 -5.8223 0.6429 -0.222 0.129 -0.063 -0.1117
O 1.0993 0.5128 -2.6907 0.215 0.008 -0.174 0.0644
C 3.2712 2.9580 -0.0864 -0.148 0.035 0.179 -0.0638
H 2.1834 -3.5069 -0.2473 0.078 -0.047 -0.024 0.1147
H -2.6017 3.3442 3.1051 0.112 -0.121 0.068 0.1300
```
Positions in Å, forces in eV/Å.

Computed properties:
- multiplicity = 1
- SMILES = CCCC[C@H](CCC(=O)Nc1ccccc1C(=O)OCC)C(=O)O
- HOMO-LUMO gap (hartree) = 0.3318
- relative energy (zero: lowest compared OMol25 entry of this formula, charge and spin) (kJ/mol) = 7.6
- E_tot (a.u.) = -1131.93471
- E_HOMO (eV) = -8.59